1.
6
Properties=species:S:1:pos:R:3:forces:R:3 method="wB97M-V/def2-TZVPD" e_above_lowest_kj_mol=393.62 fmax_ev_per_a=8.14 smiles="[H]/N=N/N" charge=0 e_tot_ha=-165.953764 homo_ev="-9.4 / -9.4" gap_ha="0.3630 / 0.3630"
H -2.42415 0.42123 -0.24701 2.8 -0.3 0.9
N -1.49075 -0.13646 -0.06299 3.4 4.3 0.0
N -0.32657 0.72224 0.06045 -6.6 -4.6 -1.4
N 0.71264 -0.07865 -0.03098 1.8 3.1 0.2
H 0.70562 -0.99912 0.22562 -1.2 -3.2 0.4
H 1.58430 0.31414 0.29552 -0.2 0.7 -0.2

=====

2.
38
Properties=species:S:1:pos:R:3:forces:R:3 method="wB97M-V/def2-TZVPD" e_above_lowest_kj_mol=1.58 fmax_ev_per_a=2.28 charge=-2 e_tot_ha=-2143.592343 homo_ev=-0.5 gap_ha=0.1699
C -1.17264 1.72314 -0.81894 0.4 0.2 0.1
C -0.52503 2.57945 -1.75631 0.4 -0.1 0.5
C 0.57629 3.20157 -1.09519 -0.6 -0.3 0.4
H -0.80014 2.69567 -2.80856 0.1 -0.1 0.4
C 0.58697 2.75360 0.26293 -0.2 -0.2 -0.5
C -0.49434 1.83624 0.42427 0.2 0.2 -0.3
H -0.73061 1.27739 1.33427 0.1 0.3 -0.3
H -2.01346 1.06197 -1.03256 0.2 0.2 0.1
H 1.29916 3.88128 -1.54636 -0.2 -0.1 0.1
H 1.31208 3.03000 1.03194 -0.2 -0.1 -0.2
Ba 1.47902 -0.57141 -1.76784 -1.0 0.7 0.8
Cl -0.72884 -0.61789 -3.46293 -0.5 -0.5 -0.6
C 3.53119 -0.32458 -3.92772 -0.3 0.3 0.1
C 4.13011 0.38015 -2.85033 0.2 0.0 -0.1
C 3.35444 1.53864 -2.57512 0.0 -0.1 -0.7
H 5.08863 0.10417 -2.40490 -0.4 0.1 0.1
C 2.25753 1.54128 -3.49145 0.6 0.1 -0.5
C 2.36974 0.39381 -4.32606 0.8 0.5 0.1
H 1.71587 0.13356 -5.14964 -0.1 0.0 0.3
H 3.90092 -1.25571 -4.35893 -0.1 0.2 0.1
H 3.59497 2.32141 -1.85359 -0.2 -0.4 -0.1
H 1.46791 2.29499 -3.56789 0.4 -0.5 0.2
O -2.38999 -4.25946 0.77483 0.0 0.2 -0.3
S -2.44014 -2.81612 0.76818 1.2 1.6 1.0
O -3.55254 -2.17056 0.10642 0.7 -0.5 0.2
N -0.96090 -2.12554 0.40011 0.5 -0.3 -0.2
C -0.28909 -1.59731 1.43581 -0.7 -0.8 -1.4
S 1.29963 -1.01570 1.39701 -0.3 -0.4 0.4
C -1.09966 -1.59234 2.67177 -1.1 0.1 0.7
C -0.86261 -0.97374 3.90392 0.1 -0.1 -0.1
C -1.81595 -1.07920 4.91975 -0.5 -0.6 -0.3
C -3.00146 -1.81303 4.71529 0.2 0.0 -0.3
C -3.26128 -2.39597 3.46422 0.1 0.2 0.0
C -2.31580 -2.24458 2.45695 -0.4 0.0 1.0
H 0.05601 -0.40594 4.06212 -0.2 -0.2 -0.2
H -1.65153 -0.62001 5.89312 0.1 0.0 -0.2
H -3.72822 -1.92748 5.52570 0.3 0.1 -0.3
H -4.18623 -2.94173 3.24570 0.3 0.2 0.2

=====

3.
102
Properties=species:S:1:pos:R:3:forces:R:3 method="wB97M-V/def2-TZVPD" e_above_lowest_kj_mol=124.41 multiplicity=2 fmax_ev_per_a=4.57 charge=-1 e_tot_ha=-6529.325572 homo_ev="-3.9 / -3.9" gap_ha="0.1945 / 0.1964" s2=0.761
Co 0.01520 0.17460 -0.45880 -1.2 1.7 -0.4
C 0.17220 0.74290 3.96310 0.1 0.1 -0.3
C 0.18440 0.77460 2.45300 -1.9 -4.2 0.4
N -0.24920 -0.27680 1.74580 1.0 2.1 0.8
N -0.35650 -1.43230 2.44550 1.1 0.4 1.4
C -1.16210 -2.47280 2.19060 -1.7 -0.9 -1.0
N -0.85460 -3.61850 2.91370 0.3 0.4 0.2
S -2.44200 -2.46410 1.14900 0.3 0.1 0.4
C 0.66680 1.88900 1.75240 1.1 2.8 -2.5
C 1.34310 2.96430 2.39000 -0.8 -1.5 0.2
C 1.90160 3.97000 1.66100 0.2 0.5 -1.5
C 1.76010 3.94350 0.26440 0.1 0.2 1.3
C 1.08240 2.88940 -0.29980 -0.2 0.1 -0.5
N 0.55360 1.87630 0.37570 0.4 0.1 1.9
H -0.66170 0.13210 4.30680 0.0 -0.1 0.0
H 0.03080 1.74370 4.35970 0.0 0.1 0.0
H 1.10070 0.34050 4.37330 0.1 0.0 0.1
H 0.34230 -1.58060 3.17570 -0.2 0.1 -0.4
H -0.55400 -3.48160 3.86970 0.1 -0.1 0.0
H -1.56310 -4.32810 2.80240 0.0 0.1 0.0
H 1.45570 2.95570 3.46200 0.0 0.0 0.1
H 2.45580 4.76400 2.14090 0.0 0.0 0.1
H 2.16330 4.72030 -0.36200 0.1 0.1 -0.1
H 0.96170 2.88250 -1.37600 -0.1 -0.2 0.2
C -0.11300 -2.39320 -7.46450 0.2 -0.1 0.0
C 1.06330 -2.91570 -6.62530 0.0 0.0 -0.1
C 1.20450 -4.42110 -6.87370 -0.1 0.3 0.1
C 2.36380 -2.24830 -7.10170 -0.2 -0.1 0.0
C 0.80730 -2.57560 -5.16280 0.1 0.0 -0.1
C 0.81280 -1.25150 -4.75460 0.0 -0.2 0.1
C 0.54190 -0.92600 -3.44290 0.0 0.5 0.3
Se 0.79130 0.89680 -2.89560 0.5 -0.4 0.0
C 2.61650 0.71810 -2.21830 -0.7 0.1 -0.2
C 3.66000 1.16810 -3.00140 0.1 -0.1 0.1
C 4.96750 1.05060 -2.55640 0.1 0.1 -0.1
C 5.16150 0.47600 -1.30200 -0.1 0.0 -0.1
C 4.14340 0.01870 -0.48680 -0.1 0.0 0.0
C 2.79940 0.13640 -0.93900 0.1 0.1 -0.4
O 1.80970 -0.27670 -0.22930 0.9 -0.5 0.4
C 4.53440 -0.57460 0.86680 0.1 0.0 0.1
C 5.50830 -1.74420 0.64720 -0.1 0.2 0.1
C 3.37350 -1.13010 1.69690 0.1 -0.1 0.0
C 5.20030 0.53190 1.70200 0.0 -0.2 -0.1
C 6.17250 1.52950 -3.35160 0.1 0.0 0.0
C 6.86430 2.65310 -2.56650 0.0 -0.2 -0.2
C 7.13860 0.35550 -3.57450 -0.1 0.2 0.0
C 5.78740 2.08560 -4.72440 0.0 -0.1 0.2
C 0.18820 -1.86220 -2.44050 0.0 0.2 -0.3
O -0.23490 -1.50140 -1.27460 -0.3 -1.2 -0.2
C 0.36530 -3.22880 -2.83370 0.0 0.1 0.2
C 0.61100 -3.52720 -4.16310 0.0 0.1 -0.1
C 0.35510 -4.32450 -1.77670 0.0 -0.1 0.1
C 1.29670 -3.90120 -0.63900 -0.1 0.0 0.0
C 0.85530 -5.67240 -2.31160 -0.1 0.2 0.0
C -1.06610 -4.51790 -1.24810 0.1 0.1 0.0
H 0.05420 -2.59950 -8.52160 0.0 0.0 -0.2
H -0.23380 -1.32040 -7.33630 0.0 0.1 0.0
H -1.03830 -2.87700 -7.15790 -0.1 0.0 0.0
H 1.37070 -4.60010 -7.93580 0.0 0.0 -0.1
H 0.30410 -4.95450 -6.57860 -0.1 -0.1 0.1
H 2.05520 -4.82060 -6.32590 0.1 -0.1 0.1
H 2.58360 -2.55070 -8.12460 0.0 0.0 -0.2
H 3.19570 -2.54880 -6.46820 0.1 0.0 0.1
H 2.29080 -1.16530 -7.08070 0.0 0.2 0.0
H 1.04090 -0.44590 -5.43870 0.0 0.0 -0.1
H 3.42130 1.58550 -3.96820 0.0 0.1 -0.1
H 6.17490 0.38360 -0.93690 0.1 0.0 0.0
H 5.02880 -2.50750 0.03890 0.0 -0.1 -0.1
H 5.77790 -2.18390 1.60560 0.1 -0.1 0.2
H 6.42080 -1.43790 0.14430 0.1 0.1 -0.1
H 2.86700 -1.93300 1.16950 -0.1 0.0 0.0
H 2.64720 -0.35620 1.91880 -0.1 0.1 0.0
H 3.76700 -1.52280 2.63660 0.2 -0.1 0.1
H 6.10900 0.90160 1.23340 0.1 0.1 -0.1
H 5.45110 0.15070 2.69020 0.1 0.0 0.2
H 4.51140 1.36680 1.81370 -0.1 0.1 0.0
H 7.20760 2.30610 -1.59630 0.0 0.0 0.2
H 6.16360 3.47000 -2.40500 0.0 0.1 0.0
H 7.72300 3.03150 -3.11830 0.2 0.1 -0.1
H 7.50290 -0.04850 -2.63280 0.0 -0.1 0.1
H 7.99950 0.67780 -4.15970 0.1 0.0 -0.1
H 6.62830 -0.44290 -4.11100 0.0 -0.1 0.0
H 5.13800 2.95040 -4.62570 -0.1 0.1 0.0
H 5.28120 1.33200 -5.32100 -0.1 -0.1 -0.1
H 6.68210 2.39560 -5.26150 0.1 0.0 0.0
H 0.67060 -4.56500 -4.43730 0.1 -0.2 0.0
H 2.30860 -3.76900 -1.02500 0.1 0.0 0.0
H 1.31620 -4.65560 0.14700 0.0 -0.2 0.1
H 0.96710 -2.96100 -0.20680 0.0 0.1 0.0
H 1.84520 -5.57680 -2.75490 0.1 0.0 -0.1
H 0.17350 -6.08460 -3.05350 0.0 -0.1 -0.1
H 0.91810 -6.38320 -1.48850 0.0 -0.1 0.1
H -1.45670 -3.58070 -0.86780 0.0 0.0 0.0
H -1.07360 -5.25080 -0.44250 -0.1 -0.1 0.2
H -1.72000 -4.86770 -2.04540 -0.1 -0.1 -0.1
F -2.75090 0.44880 0.29850 -0.2 0.2 0.4
C -1.86550 0.81100 -0.69760 0.2 -0.5 -0.4
F -2.40270 0.23140 -1.84280 -0.1 0.1 -0.2
C -2.19320 2.30300 -0.89440 -0.4 0.2 -0.4
F -3.48420 2.51970 -1.22030 -0.2 -0.1 0.0
F -1.47910 2.87210 -1.88410 0.2 -0.1 -0.1
F -1.97580 3.05010 0.20090 0.2 0.0 0.5

=====

4.
19
Properties=species:S:1:pos:R:3:forces:R:3 method="wB97M-V/def2-TZVPD" e_above_lowest_kj_mol=294.34 fmax_ev_per_a=6.32 smiles="C=CC(=C)CC.O" charge=0 e_tot_ha=-310.947166 homo_ev=-9.0 gap_ha=0.3554
C -1.07030 -1.62572 -2.27510 -4.5 0.1 4.4
C -1.48683 -1.26881 -1.00285 -1.9 -1.3 0.0
C -0.65738 -0.90279 0.19299 0.7 1.8 0.3
C -0.92988 -1.09212 1.50692 -0.1 -0.8 -0.5
C 0.65183 -0.19743 -0.13002 1.6 -0.8 -0.1
C 0.65854 1.28147 -0.65934 5.3 0.1 1.8
H -1.70676 -2.23934 -2.90378 0.1 0.6 -0.2
H -0.09523 -1.52227 -2.38984 4.3 0.3 -1.4
H -2.57655 -1.41704 -0.66036 1.5 0.0 -1.0
H -1.86588 -1.58188 1.84068 0.7 0.3 -0.2
H -0.11877 -0.93315 2.27425 -1.2 0.1 -0.9
H 1.36937 -0.32938 0.74815 -0.9 0.2 -1.1
H 1.04858 -0.85826 -0.94260 0.3 0.8 0.6
H -0.17442 1.46718 -1.14680 -4.3 1.0 -2.3
H 1.49768 1.44332 -1.46054 -1.3 -0.5 1.6
H 0.84951 2.13614 0.10804 -0.5 -1.9 -1.3
O 1.99301 2.68956 1.87612 1.2 -0.4 0.3
H 1.28523 3.30202 1.82984 -1.0 1.1 0.0
H 1.54737 1.84866 1.89839 -0.1 -0.6 0.1

=====

5.
15
Properties=species:S:1:pos:R:3:forces:R:3 method="wB97M-V/def2-TZVPD" e_above_lowest_kj_mol=196.43 multiplicity=2 fmax_ev_per_a=3.09 charge=+2 e_tot_ha=-932.576993 homo_ev="-19.8 / -19.9" gap_ha="0.3499 / 0.2539" s2=0.755
C -1.06511 2.18000 -0.96922 1.8 0.7 -2.0
N -1.11823 0.73080 -0.70547 -0.7 -0.4 0.8
H -1.47298 2.71886 -0.14575 -0.1 0.4 0.6
H -1.61518 2.41564 -1.90504 0.2 -0.3 0.7
H 0.01118 2.38849 -1.17174 -0.9 0.4 0.4
H -0.85294 0.45310 0.22699 0.4 0.7 0.8
H -2.09327 0.48520 -0.68608 -0.8 -0.8 -0.8
H -0.52435 0.11016 -1.25705 -0.6 0.3 -0.9
C 1.58724 -1.27714 1.88831 1.4 -1.1 0.8
S 0.14017 -1.78918 1.04830 1.0 -0.7 -2.8
S 0.91543 -1.79188 -1.07518 -0.7 -1.2 2.2
H 2.50024 -1.67451 1.34459 -1.0 0.2 0.9
H 1.73167 -0.20976 1.99992 -0.3 0.5 0.0
H 1.45481 -1.71715 2.93817 0.3 0.5 -1.3
H 0.40130 -3.02265 -1.53075 0.0 1.1 0.6

=====

6.
63
Properties=species:S:1:pos:R:3:forces:R:3 method="wB97M-V/def2-TZVPD" e_above_lowest_kj_mol=91.84 fmax_ev_per_a=1.29 smiles="CCCCNC(=O)CSc1nc2cc3c(cc2c(=O)n1CCCN(CC)CC)OCO3" charge=0 e_tot_ha=-1775.733158 homo_ev=-7.8 gap_ha=0.3034
C 5.11038 3.14830 -2.98065 0.1 -0.1 0.2
C 5.41330 2.81794 -1.52399 -0.1 0.2 0.0
C 4.23511 3.09457 -0.59071 0.1 -0.3 -0.1
C 3.05230 2.15797 -0.84114 0.2 0.2 -0.1
N 1.98509 2.39393 0.10295 0.5 -0.2 0.2
C 0.79678 2.91868 -0.24970 -0.3 0.0 0.5
O 0.47612 3.17515 -1.38784 -0.1 0.2 -0.4
C -0.13724 3.21500 0.92079 -0.2 -0.2 0.1
S -0.06321 1.99147 2.25805 0.2 0.4 0.4
C -1.26971 0.83223 1.70612 -0.2 0.4 -0.6
N -1.95120 1.15553 0.66819 0.4 0.3 0.0
C -2.91563 0.29894 0.22586 -0.3 -0.7 0.3
C -3.61535 0.63502 -0.94739 -0.3 -0.2 -0.2
C -4.58392 -0.23680 -1.35669 0.1 -0.3 0.3
C -4.88049 -1.41719 -0.64790 0.3 0.3 0.1
C -4.21000 -1.76157 0.48952 -0.3 0.0 -0.3
C -3.20559 -0.88215 0.92969 0.0 0.4 -0.3
C -2.43326 -1.21700 2.11543 -0.1 0.3 -0.1
O -2.60891 -2.20227 2.80444 0.0 -0.3 0.0
N -1.42914 -0.29402 2.44035 -0.5 0.1 0.2
C -0.52970 -0.63856 3.52298 0.5 -0.2 0.3
C 0.82683 -1.13882 3.01987 -0.2 -0.2 -0.2
C 0.70889 -2.31863 2.04786 0.2 0.1 0.1
N 0.11326 -1.94313 0.77462 0.1 0.0 0.0
C 1.06146 -1.27027 -0.09993 -0.1 0.1 -0.1
C 0.40957 -0.65532 -1.33235 0.1 -0.1 0.2
C -0.62142 -3.02928 0.14667 0.0 -0.2 -0.1
C 0.21523 -4.20393 -0.37285 -0.1 0.3 0.1
O -5.88917 -2.08232 -1.29100 0.2 -0.1 0.4
C -6.22287 -1.29816 -2.41374 -0.9 -0.3 -0.8
O -5.39912 -0.15189 -2.44502 0.4 0.3 0.2
H 4.33631 2.49790 -3.37815 -0.1 0.0 -0.1
H 4.77519 4.17852 -3.07452 -0.1 0.1 -0.1
H 6.00369 3.02200 -3.58777 0.0 0.0 -0.1
H 5.70094 1.76737 -1.43991 0.1 0.0 0.1
H 6.26283 3.41993 -1.19399 0.0 -0.1 0.0
H 3.90304 4.12684 -0.71799 0.0 0.1 0.1
H 4.56546 2.97295 0.44486 0.0 0.1 0.0
H 3.38027 1.11524 -0.76607 0.0 0.0 -0.1
H 2.62680 2.33106 -1.83085 0.1 -0.1 0.1
H 2.18395 2.25267 1.08242 -0.1 0.0 -0.1
H -1.16519 3.24678 0.56255 0.2 0.1 0.0
H 0.13937 4.17105 1.36814 0.0 0.0 0.0
H -3.37597 1.53625 -1.48406 0.0 0.2 -0.1
H -4.41832 -2.66092 1.04360 0.0 -0.1 0.1
H -0.39135 0.23707 4.16452 -0.1 -0.1 0.0
H -1.03015 -1.42957 4.08716 0.1 0.2 0.0
H 1.40303 -1.46119 3.88859 0.1 0.0 0.0
H 1.36717 -0.31719 2.55013 0.1 0.0 0.0
H 1.71377 -2.75620 1.91343 -0.1 -0.1 0.0
H 0.06973 -3.07472 2.50807 0.0 -0.1 0.0
H 1.51498 -0.46287 0.48123 0.1 0.0 0.0
H 1.87954 -1.94512 -0.41096 0.0 0.0 0.1
H 1.12350 -0.01022 -1.83818 0.1 0.1 -0.1
H -0.44866 -0.05349 -1.04693 -0.1 0.1 0.0
H 0.08396 -1.41661 -2.03579 0.0 -0.1 -0.1
H -1.20129 -2.60326 -0.67551 -0.1 -0.1 0.0
H -1.33474 -3.40302 0.88516 0.0 0.0 -0.1
H 0.81320 -4.63507 0.42695 0.1 -0.1 0.0
H -0.44758 -4.97368 -0.75919 0.0 -0.1 -0.1
H 0.87841 -3.89053 -1.17560 0.1 0.0 -0.1
H -6.07136 -1.88498 -3.33373 0.1 0.1 0.2
H -7.27890 -0.99037 -2.35013 0.3 0.0 0.1

=====

7.
8
Properties=species:S:1:pos:R:3:forces:R:3 method="wB97M-V/def2-TZVPD" e_above_lowest_kj_mol=330.97 fmax_ev_per_a=6.36 smiles=OPC(F)F charge=0 e_tot_ha=-656.176610 homo_ev=-9.1 gap_ha=0.3513
O -0.00785 1.19188 -1.40033 -4.2 0.5 -4.7
P 0.28276 1.16304 0.12939 0.4 -2.2 3.0
C -0.09805 -0.92292 0.68827 0.8 2.7 -0.7
F 0.17794 -1.07308 2.00292 -0.5 0.3 0.6
F -1.41839 -1.07863 0.42753 -0.4 0.0 0.4
H -0.95673 1.39284 -1.74753 2.5 -0.5 1.2
H 1.59988 1.05778 -0.33401 0.9 -0.4 1.2
H 0.42044 -1.73089 0.23375 0.6 -0.5 -1.0

=====

8.
64
Properties=species:S:1:pos:R:3:forces:R:3 method="wB97M-V/def2-TZVPD" fmax_ev_per_a=5.89 smiles="[H]/N=C/CB1OB(CC)OB(P(O)Br)O1.O=C1OC[C@@H](F)O1.O=C1OC[C@@H](F)O1.O=C1OC[C@@H](F)O1.O=C1OC[C@@H](F)O1" charge=0 e_tot_ha=-5271.024845 homo_ev=-9.1 gap_ha=0.2941
H -0.90853 -0.44070 -5.01833 0.1 -1.6 0.0
N -0.80976 -1.48262 -5.21208 -1.1 -2.4 5.3
C -1.04368 -2.16495 -4.01959 0.4 2.1 -2.9
C -0.98424 -3.82783 -3.89412 0.6 1.3 -1.1
B 0.25449 -4.27314 -2.88841 0.9 0.1 1.9
O 1.17504 -3.28116 -2.22364 0.2 -2.6 -4.0
B 2.46717 -3.55388 -2.94947 -0.1 -0.1 1.4
C 3.14495 -2.45420 -3.99409 -0.1 -0.6 -0.7
C 4.78537 -2.40430 -3.91056 -0.8 -0.1 -0.2
O 3.04022 -4.92394 -2.69494 -3.7 0.9 -2.9
B 1.96681 -5.80462 -3.27736 0.8 2.5 4.4
P 2.16772 -6.93631 -4.80472 -1.1 -0.8 -3.0
O 2.41518 -5.79441 -6.14505 -1.2 -0.8 1.4
Br 3.99607 -8.27610 -4.69645 -0.4 1.2 0.2
O 0.62503 -5.70542 -2.59907 2.1 2.5 -3.5
H -1.29903 -1.52192 -3.06809 0.6 -1.7 -1.8
H -0.66789 -4.19164 -4.98638 -0.7 0.6 2.2
H -2.01781 -4.31063 -3.63872 2.1 1.1 -0.5
H 2.63069 -1.39966 -3.93322 1.1 -2.1 0.1
H 2.88802 -2.86847 -5.08335 0.4 0.8 2.2
H 5.21109 -3.42213 -4.32110 -0.8 2.1 0.9
H 5.13135 -1.51517 -4.60355 -0.4 -1.8 1.7
H 5.06958 -2.27559 -2.78349 -0.2 0.0 -2.3
H 1.57658 -5.78189 -6.70384 1.6 -0.4 1.1
O -3.33544 -2.38630 -2.05907 -1.9 -2.1 -0.1
C -4.16617 -3.27567 -2.14128 1.9 1.8 0.2
O -4.09508 -4.31196 -3.03153 0.0 1.2 0.7
C -5.16333 -5.18253 -2.71707 -0.1 -1.2 -0.7
C -6.12032 -4.27999 -2.01614 -0.8 -0.3 0.6
F -6.82121 -4.95537 -1.07791 -0.2 0.1 0.0
O -5.28193 -3.35400 -1.36306 0.7 0.2 -0.9
H -4.79606 -5.99077 -2.07578 -0.2 0.2 0.1
H -5.59178 -5.62043 -3.62264 0.2 0.2 0.1
H -6.80676 -3.74821 -2.68362 -0.1 -0.1 0.2
O -0.03884 1.86324 1.09635 -1.8 -2.0 -0.1
C -0.86958 0.97387 1.01414 2.2 1.7 0.0
O -0.79848 -0.06242 0.12389 0.2 1.3 0.7
C -1.86674 -0.93299 0.43835 -0.1 -1.2 -0.8
C -2.82372 -0.03045 1.13928 -0.6 -0.3 0.5
F -3.52461 -0.70583 2.07751 -0.3 0.0 0.1
O -1.98533 0.89554 1.79236 0.6 0.2 -0.8
H -1.49946 -1.74123 1.07964 -0.2 0.2 0.1
H -2.29518 -1.37089 -0.46722 0.2 0.2 0.1
H -3.51016 0.50133 0.47180 -0.1 -0.1 0.2
O 3.56116 6.69051 3.65999 -2.1 -2.2 -0.1
C 2.73042 5.80114 3.57777 2.8 2.1 -0.1
O 2.80152 4.76485 2.68753 0.0 1.1 0.7
C 1.73326 3.89428 3.00199 -0.1 -1.1 -0.9
C 0.77628 4.79682 3.70292 -0.6 -0.3 0.4
F 0.07539 4.12144 4.64115 -0.3 0.0 0.2
O 1.61467 5.72282 4.35600 0.3 0.1 -0.6
H 2.10054 3.08604 3.64328 -0.2 0.2 0.1
H 1.30482 3.45639 2.09641 0.2 0.1 0.1
H 0.08984 5.32861 3.03544 -0.1 -0.1 0.2
O 3.26116 10.39051 7.92666 -2.0 -2.2 -0.2
C 2.43042 9.50114 7.84444 2.6 2.1 0.0
O 2.50152 8.46485 6.95420 0.0 1.0 0.6
C 1.43326 7.59428 7.26866 0.0 -1.0 -0.8
C 0.47628 8.49682 7.96958 -0.5 -0.1 0.6
F -0.22461 7.82144 8.90782 -0.3 0.0 0.1
O 1.31467 9.42282 8.62266 0.3 0.0 -0.7
H 1.80054 6.78604 7.90994 -0.2 0.2 0.1
H 1.00482 7.15639 6.36308 0.3 0.2 0.1
H -0.21016 9.02861 7.30211 -0.1 -0.1 0.2